Record 1
C6H20N2OP | ωB97M-V with the def2-TZVPD basis set

Each line ends with the Löwdin charge.
Element x y z (Å)
C1 1.933 -0.401 -0.844  -0.089
C2 0.937 0.757 -0.898  -0.465
C3 1.643 2.109 -0.820  -0.090
C4 -0.038 0.635 -2.073  -0.283
C5 -1.261 -0.195 -1.658  -0.436
P1 -2.561 0.785 -0.623  0.154
H1 1.406 -1.277 -0.473  0.058
H2 2.384 -0.597 -1.814  0.066
H3 2.696 -0.171 -0.101  0.062
H4 0.344 0.681 0.009  0.087
H5 0.892 2.889 -0.913  0.066
H6 2.442 2.210 -1.555  0.067
H7 2.083 2.195 0.174  0.064
H8 0.439 0.185 -2.946  0.087
H9 -0.395 1.635 -2.322  0.070
H10 -1.773 -0.556 -2.551  0.039
H11 -0.923 -1.032 -1.044  0.037
H12 -1.952 2.094 -0.963  -0.079
H13 -1.744 0.666 0.583  -0.088
H14 -3.215 -0.508 -0.277  -0.097
H15 -3.424 0.920 -1.841  -0.097
H16 -3.570 1.500 0.197  -0.117
C6 0.251 -1.348 2.742  -0.688
O1 -0.226 -0.268 2.484  0.037
N1 1.340 -1.509 3.571  0.134
N2 -0.259 -2.504 2.213  0.149
H17 1.749 -2.397 3.787  0.077
H18 1.736 -0.677 3.965  0.092
H19 -1.047 -2.407 1.595  0.103
H20 0.113 -3.416 2.397  0.080

Cartesian forces (eV/Å) of the 3 atoms listed first:
-0.463 0.290 0.481
0.228 0.103 -0.142
-0.175 -0.432 0.272

Calculated values
- 2S+1: 1
- E: -766.61278 a.u.
- Total charge: -1



Record 2
C14H30N2O16 | ωB97M-V with the def2-TZVPD basis set

Each line ends with the Löwdin charge.
Element x y z (Å)
C1 4.797 -20.781 16.905  0.046
N1 6.200 -20.574 17.404  -0.392
O1 6.581 -19.444 17.773  0.044
O2 7.002 -21.528 17.370  0.030
H1 4.778 -21.268 15.930  0.099
H2 4.295 -19.816 16.842  0.096
H3 4.282 -21.423 17.620  0.101
C2 9.812 -21.181 15.480  0.040
N2 10.854 -22.084 14.919  -0.413
O3 11.002 -22.013 13.703  0.046
O4 11.517 -22.745 15.706  0.060
H4 8.953 -21.847 15.397  0.093
H5 9.562 -20.336 14.838  0.095
H6 10.060 -20.925 16.511  0.100
C3 14.102 -20.279 8.560  -0.080
O5 12.870 -20.307 9.191  0.025
C4 12.703 -19.732 10.370  -0.619
O6 13.555 -19.042 10.944  0.096
O7 11.507 -19.963 10.777  0.036
C5 10.909 -19.140 11.756  -0.034
H7 14.951 -20.737 9.068  0.099
H8 14.394 -19.296 8.192  0.100
H9 14.122 -20.894 7.660  0.091
H10 11.144 -19.551 12.738  0.073
H11 9.837 -18.967 11.663  0.095
H12 11.177 -18.091 11.632  0.103
C6 13.604 -16.784 17.430  -0.045
O8 14.201 -17.910 16.804  -0.015
C7 13.398 -18.890 16.270  -0.503
O9 12.189 -19.062 16.494  0.085
O10 14.145 -19.567 15.411  0.013
C8 13.779 -20.665 14.656  -0.045
H13 13.440 -17.192 18.427  0.098
H14 12.659 -16.431 17.016  0.074
H15 14.252 -15.908 17.472  0.096
H16 14.598 -21.138 14.113  0.102
H17 13.087 -20.372 13.866  0.087
H18 13.356 -21.321 15.417  0.079
C9 8.923 -12.801 16.006  -0.031
O11 8.761 -13.966 16.857  -0.005
C10 9.517 -15.074 16.716  -0.535
O12 10.519 -15.157 16.008  0.091
O13 9.034 -16.086 17.488  -0.001
C11 9.565 -17.415 17.460  -0.049
H19 9.968 -12.587 15.779  0.089
H20 8.687 -11.853 16.489  0.086
H21 8.298 -12.828 15.114  0.094
H22 9.553 -17.887 16.477  0.084
H23 9.001 -18.139 18.048  0.082
H24 10.605 -17.543 17.762  0.068
C12 14.340 -23.950 14.423  -0.021
O14 14.149 -25.416 14.444  -0.011
C13 12.970 -26.064 14.293  -0.630
O15 12.856 -27.241 14.541  0.128
O16 12.062 -25.267 13.823  -0.009
C14 10.733 -25.776 13.638  -0.025
H25 14.010 -23.509 15.363  0.076
H26 13.782 -23.613 13.549  0.088
H27 15.379 -23.665 14.253  0.089
H28 10.279 -26.081 14.581  0.102
H29 10.594 -26.583 12.919  0.095
H30 10.158 -24.989 13.150  0.086

Cartesian forces (eV/Å) of the 3 atoms listed first:
-0.277 0.244 0.310
2.966 0.577 0.073
-1.620 -1.875 -0.690

Calculated values
- Energy above the lowest of the compared OMol25 structures with the same formula, charge and spin: 32.6 kcal per mole
- SMILES: C[N+](=O)[O-].C[N+](=O)[O-].COC(=O)OC.COC(=O)OC.COC(=O)OC.COC(=O)OC
- 2S+1: 1



Record 3
C38H50CsN10O4P2S3 | ωB97M-V with the def2-TZVPD basis set

Each line ends with the Löwdin charge.
Element x y z (Å)
Cs1 -0.195 0.812 -0.441  1.016
O1 -1.235 1.682 2.073  -0.335
N1 -2.228 1.701 2.904  -0.253
C1 -1.953 1.905 4.212  -0.062
C2 -2.921 1.926 5.186  -0.114
C3 -4.248 1.733 4.791  -0.127
C4 -4.521 1.522 3.463  -0.141
C5 -3.525 1.483 2.457  -0.780
S1 -3.845 1.137 0.836  0.528
H1 -0.895 2.039 4.392  0.106
H2 -2.640 2.098 6.216  0.085
H3 -5.051 1.744 5.518  0.089
H4 -5.534 1.355 3.122  0.088
C6 4.570 -0.378 2.343  -0.096
N2 3.409 -0.412 3.214  -0.297
C7 3.548 -1.251 4.383  -0.118
P1 2.020 0.398 2.794  0.460
O2 2.051 0.773 1.378  -0.376
O3 0.873 -0.588 3.316  -0.264
P2 -0.046 -1.736 2.610  0.481
O4 -0.358 -1.457 1.209  -0.384
N3 -1.334 -1.807 3.610  -0.292
C8 -2.689 -1.664 3.090  -0.067
C9 -1.209 -1.833 5.048  -0.107
N4 0.858 -3.114 2.875  -0.276
C10 0.107 -4.359 3.007  -0.101
C11 1.956 -3.266 1.916  -0.096
N5 1.742 1.695 3.789  -0.298
C12 2.114 3.015 3.311  -0.094
C13 1.758 1.536 5.225  -0.124
H5 4.846 -1.394 2.040  0.084
H6 5.429 0.074 2.852  0.079
H7 4.341 0.192 1.445  0.079
H8 3.804 -2.276 4.091  0.078
H9 2.616 -1.295 4.942  0.065
H10 4.338 -0.878 5.045  0.080
H11 -2.659 -1.425 2.029  0.067
H12 -3.197 -0.845 3.604  0.071
H13 -3.256 -2.589 3.242  0.087
H14 -0.168 -1.978 5.337  0.073
H15 -1.797 -2.657 5.471  0.081
H16 -1.569 -0.895 5.485  0.076
H17 -0.670 -4.255 3.762  0.067
H18 0.796 -5.145 3.324  0.082
H19 -0.357 -4.665 2.061  0.080
H20 2.427 -2.306 1.711  0.070
H21 1.598 -3.666 0.962  0.074
H22 2.706 -3.945 2.331  0.084
H23 2.005 3.052 2.230  0.081
H24 3.145 3.281 3.580  0.082
H25 1.440 3.753 3.752  0.084
H26 1.277 0.600 5.508  0.069
H27 1.190 2.351 5.683  0.080
H28 2.774 1.556 5.645  0.082
N6 -4.659 5.563 -4.397  0.021
C14 -3.517 5.465 -5.185  -0.862
S2 -3.593 6.010 -6.780  0.478
C15 -2.351 4.953 -4.564  -0.274
C16 -1.174 4.639 -5.310  -0.060
C17 -0.085 4.118 -4.693  -0.081
N7 -0.053 3.897 -3.350  0.060
C18 -1.141 4.199 -2.600  -0.090
C19 -2.274 4.704 -3.156  -0.026
H29 -5.481 5.751 -4.948  0.050
H30 -4.792 4.827 -3.718  0.075
H31 -1.174 4.798 -6.378  0.071
H32 0.816 3.841 -5.221  0.123
H33 -1.069 4.011 -1.537  0.115
H34 -3.098 4.937 -2.499  0.100
N8 2.537 3.371 -2.469  -0.020
C20 3.003 2.146 -2.510  -0.759
N9 2.304 1.043 -2.350  -0.004
C21 3.074 -0.085 -2.441  -0.340
C22 2.585 -1.390 -2.326  -0.019
C23 3.467 -2.456 -2.402  -0.107
C24 4.833 -2.254 -2.598  -0.141
C25 5.333 -0.964 -2.735  -0.137
C26 4.457 0.104 -2.662  -0.520
S3 4.778 1.813 -2.783  0.952
H35 0.873 3.598 -2.927  0.074
H36 3.277 4.054 -2.581  0.009
H37 1.516 -1.542 -2.216  0.074
H38 3.077 -3.464 -2.320  0.093
H39 5.506 -3.101 -2.657  0.079
H40 6.392 -0.799 -2.898  0.089
C27 -1.442 -5.633 -1.557  -0.165
C28 -0.482 -4.831 -0.940  -0.147
C29 -0.339 -3.499 -1.266  -0.063
C30 -1.146 -2.867 -2.253  -0.321
C31 -2.124 -3.704 -2.859  -0.058
C32 -2.259 -5.035 -2.514  -0.143
N10 -0.973 -1.550 -2.488  0.004
C33 -1.379 -0.984 -3.669  -0.319
C34 -1.253 -1.615 -4.930  -0.060
C35 -1.574 -0.967 -6.107  -0.129
C36 -2.043 0.344 -6.107  -0.138
C37 -2.180 0.987 -4.883  -0.114
C38 -1.862 0.344 -3.699  -0.061
H41 -1.550 -6.680 -1.300  0.067
H42 0.176 -5.265 -0.190  0.073
H43 0.392 -2.883 -0.756  0.065
H44 -2.791 -3.277 -3.596  0.097
H45 -3.031 -5.624 -3.002  0.083
H46 -0.869 -2.627 -4.964  0.101
H47 -1.444 -1.492 -7.049  0.085
H48 -2.287 0.852 -7.031  0.081
H49 -2.538 2.010 -4.847  0.086
H50 -2.008 0.876 -2.765  0.046

Cartesian forces (eV/Å) of the 3 atoms listed first:
-0.326 0.162 -0.630
0.082 0.092 0.076
0.059 -0.066 -0.027

Calculated values
- Energy above the lowest of the compared OMol25 structures with the same formula, charge and spin: 31.6 kcal per mole
- 2S+1: 2
- Total charge: -2